A molecular structure, C38H31BIrN2O2S3, computed with ωB97M-V/def2-TZVPD.

Positions of all 78 atoms, in Å:
Ir 0.10850 1.35194 -0.22870
S 0.49902 1.39064 2.18886
C 2.24532 1.52188 2.32926
C 2.83566 1.68502 3.58476
C 4.21058 1.77578 3.73099
C 5.02972 1.70312 2.60891
C 4.45832 1.53850 1.35750
C 3.07411 1.44252 1.20098
S 2.41050 1.22265 -0.40661
H 2.18802 1.74175 4.45229
H 4.64228 1.90674 4.71645
H 6.10626 1.77943 2.70756
H 5.08632 1.47911 0.47485
C 0.68900 1.53164 -4.55772
C -0.61956 1.43614 -5.03693
C -1.65203 1.31679 -4.13411
C -1.38370 1.29756 -2.75773
C -0.07669 1.39595 -2.24536
C 0.95171 1.51248 -3.20269
C -2.43405 1.20667 -1.74836
C -3.79224 0.98985 -2.11749
C -4.75468 0.91154 -1.17318
C -4.40069 1.08381 0.18619
C -5.37018 1.04718 1.21050
C -5.01477 1.24348 2.51535
C -3.66647 1.49486 2.82627
C -2.70679 1.52259 1.85000
C -3.04106 1.30054 0.49975
N -2.05988 1.33447 -0.47666
H 1.50963 1.62370 -5.26121
H -0.82097 1.45402 -6.10083
H -2.66529 1.24587 -4.50937
H 1.97830 1.58693 -2.86782
H -4.03754 0.86742 -3.16045
H -5.79055 0.73198 -1.43779
H -6.40270 0.86435 0.93504
H -5.76055 1.21565 3.29947
H -3.37132 1.66994 3.85308
H -1.68559 1.74398 2.11197
S -1.39420 5.98907 0.18463
C -1.26245 4.27786 -0.01351
N -0.07865 3.79094 -0.13872
C 0.87110 4.81545 -0.07181
C 2.25420 4.65410 -0.15677
C 3.05241 5.77508 -0.06823
C 2.50330 7.05205 0.10207
C 1.13815 7.22725 0.19062
C 0.33027 6.09549 0.10225
H -2.15223 3.66766 -0.02017
H 2.66175 3.66029 -0.29040
H 4.12720 5.66063 -0.12586
H 3.15666 7.91276 0.17150
H 0.70653 8.21029 0.32653
C -0.25449 -7.70157 0.03347
C 0.73141 -6.56802 0.31643
C 1.96810 -6.78146 -0.56778
C 1.14616 -6.65532 1.79180
C 0.13253 -5.18829 0.03391
C -1.16847 -5.01882 -0.42807
C -1.71390 -3.75247 -0.68087
C -0.91103 -2.66351 -0.45691
O -1.18073 -1.34129 -0.61070
B 0.00782 -0.62769 -0.23418
O 0.97019 -1.59761 0.14669
C 0.39277 -2.81529 0.00371
C 0.93116 -4.05269 0.25442
H 0.22221 -8.65995 0.25212
H -0.56439 -7.71225 -1.01321
H -1.14772 -7.62173 0.65591
H 2.40748 -7.76475 -0.37743
H 2.73113 -6.02694 -0.37517
H 1.69876 -6.72159 -1.62406
H 1.57393 -7.63791 2.00999
H 0.28298 -6.50166 2.44222
H 1.89045 -5.89927 2.04264
H -1.79617 -5.88157 -0.60165
H -2.72908 -3.63790 -1.03804
H 1.94888 -4.12783 0.61561

Values from the calculation:
* E: -3050.71083 a.u.
* total charge: -1
* frontier orbital gap: 5.64 eV

Per-atom Mulliken charges, elementary charge units: Ir 3.04; S -0.58; C 0.56; C -0.74; C -0.59; C -0.54; C -0.75; C 0.07; S -0.64; H 0.38; H 0.34; H 0.34; H 0.40; C -0.77; C -0.96; C -0.70; C 1.26; C -0.46; C -0.75; C 0.98; C -1.22; C -1.22; C 1.20; C -0.82; C -0.64; C -0.93; C -0.25; C -0.54; N 0.51; H 0.41; H 0.36; H 0.33; H 0.35; H 0.39; H 0.39; H 0.39; H 0.39; H 0.46; H 0.19; S -0.33; C -0.17; N 0.49; C -0.88; C 0.04; C -0.91; C -0.39; C -0.52; C 0.68; H 0.27; H 0.29; H 0.40; H 0.36; H 0.37; C -2.19; C 2.19; C -1.61; C -1.62; C 0.64; C -0.16; C -1.80; C 0.63; O -0.29; B 0.83; O -0.89; C 0.11; C -1.12; H 0.43; H 0.42; H 0.42; H 0.44; H 0.31; H 0.36; H 0.44; H 0.37; H 0.32; H 0.43; H 0.48; H 0.49


A gas-phase ion, C9H11N4O (charge +1) at a distorted geometry, computed with ωB97M-V/def2-TZVPD.

Positions of all 25 atoms, in Å:
C 1.72874 -2.29453 -0.25034
C 1.81815 -0.81619 -0.08850
N 2.48859 -0.16115 0.83920
N 2.55415 1.15102 0.53703
C 1.98379 1.44427 -0.76379
O 2.22535 2.50748 -1.30073
C 1.17121 0.16848 -1.00954
C -0.34774 0.01804 -0.50149
C -1.06741 1.15970 -0.03768
C -2.44447 0.99343 0.31011
N -3.17821 1.98667 0.76867
C -2.90189 -0.33407 0.18237
C -2.09550 -1.37268 -0.18500
N -0.82312 -1.22883 -0.51390
H 0.87860 -2.59861 -0.91647
H 2.68230 -2.40758 -0.73791
H 1.67526 -2.88375 0.63900
H 3.00443 -0.55632 1.75745
H 3.11505 1.78729 1.15079
H 1.23801 -0.29814 -2.03125
H -0.57977 2.16464 -0.12007
H -4.05729 1.72850 1.29851
H -2.71941 2.96229 0.58608
H -3.94540 -0.64441 0.43954
H -2.40344 -2.47556 -0.05208

Values from the calculation:
* E: -643.50879 a.u.
* total charge: +1
* SMILES: CC1=[NH+]NC(=O)[C@@H]1c1cc(N)ccn1
* frontier orbital gap: 8.07 eV

Per-atom Mulliken charges, elementary charge units: C -1.17; C 0.14; N -0.02; N -0.20; C -0.06; O -0.52; C 0.72; C -0.19; C -0.33; C 0.86; N -0.48; C -0.54; C -0.46; N -0.33; H 0.33; H 0.39; H 0.41; H 0.38; H 0.26; H 0.45; H 0.23; H 0.26; H 0.27; H 0.26; H 0.34


5 unconnected molecules or ions with the total composition CH12O4S2 at a distorted geometry, computed with ωB97M-V/def2-TZVPD.

Positions of all 19 atoms, in Å:
C -0.89494 2.03066 -1.62486
S 0.20762 0.99352 -2.59469
S -0.50994 -0.96617 -2.08346
H -0.37154 3.03316 -1.51189
H -1.81112 2.31533 -2.09620
H -0.84307 1.73955 -0.52463
H 0.70429 -1.58625 -2.28184
O 1.41023 -0.34887 0.55706
H 2.24654 -0.08682 0.04055
H 1.48489 0.24171 1.30256
O 1.30036 1.01907 3.36280
H 0.39123 0.70633 3.49927
H 1.24690 1.59970 4.16850
O -1.13820 -0.25248 3.61650
H -1.35775 -0.88826 4.33682
H -1.02252 -0.73122 2.75227
O -0.32266 -2.29134 1.57317
H 0.46980 -1.90328 1.18739
H -0.92872 -2.07255 0.85051

Values from the calculation:
* E: -1142.60606 a.u.
* SMILES: CSS.O.O.O.O
* frontier orbital gap: 8.75 eV

Per-atom Mulliken charges, elementary charge units: C -0.78; S -0.05; S -0.24; H 0.28; H 0.35; H 0.25; H 0.16; O -0.54; H 0.31; H 0.29; O -0.66; H 0.35; H 0.33; O -0.73; H 0.32; H 0.37; O -0.68; H 0.36; H 0.32


A single C2H3Cl2PS molecule at a distorted geometry, computed with ωB97M-V/def2-TZVPD.

Positions of all 9 atoms, in Å:
C -0.36920 0.68642 -0.06256
C 0.75135 0.17559 0.24032
P 2.59929 0.99424 -0.78798
S 2.32585 1.48291 -2.65489
Cl 2.90935 2.49858 0.45388
Cl 4.05668 -0.24548 -0.49627
H -1.35910 0.36364 0.17576
H -0.14151 1.48879 -0.83320
H 0.85678 -0.60055 0.97175

Values from the calculation:
* E: -1737.91614 a.u.
* SMILES: C=CP(=S)(Cl)Cl
* frontier orbital gap: 9.48 eV

Per-atom Mulliken charges, elementary charge units: C -0.33; C -0.34; P 0.64; S -0.34; Cl -0.15; Cl -0.16; H 0.31; H 0.08; H 0.30


A molecular structure, C31H42Br2InN4O4SSi4, computed with ωB97M-V/def2-TZVPD.

Positions of all 89 atoms, in Å:
In 0.41723 0.55768 0.04671
Br 7.41532 -0.95900 1.20972
C 5.66969 -0.34590 0.84688
C 4.85534 0.08306 1.87931
C 3.57747 0.50499 1.54973
N 3.11656 0.52107 0.30419
C 3.91401 0.12049 -0.69006
C 5.21117 -0.33024 -0.45626
C 3.33794 0.16531 -2.06899
C 4.08834 -0.21400 -3.17740
C 3.47951 -0.18731 -4.41806
Br 4.45480 -0.71305 -5.94329
C 2.16260 0.21601 -4.53710
C 1.49843 0.58452 -3.37633
N 2.06625 0.56325 -2.17461
H 5.19514 0.08190 2.90395
H 2.88419 0.84811 2.30610
H 5.85387 -0.66674 -1.25346
H 5.11346 -0.53571 -3.09043
H 1.66182 0.24185 -5.49297
H 0.46044 0.89390 -3.40277
O -2.04839 3.59142 1.39775
S -1.71161 3.87760 0.02311
O -0.95522 5.07990 -0.21779
N -1.00941 2.59375 -0.67828
C -1.80181 2.02748 -1.60778
O -1.50968 1.00267 -2.22546
C -3.09515 2.76412 -1.80543
C -4.11586 2.47277 -2.69219
C -5.22252 3.31292 -2.70802
C -5.29741 4.41285 -1.85741
C -4.27076 4.69960 -0.96381
C -3.18387 3.85153 -0.96315
H -4.04097 1.61380 -3.34516
H -6.03825 3.11324 -3.39066
H -6.16777 5.05440 -1.89224
H -4.32151 5.55083 -0.29950
O 0.98283 1.82079 2.20922
N 0.68762 3.00788 2.65723
C 1.16583 4.10181 2.04075
C 0.84631 5.36169 2.49599
C 0.02809 5.50600 3.60179
C -0.45622 4.36316 4.21918
C -0.11775 3.12462 3.72960
H 1.77132 3.90299 1.17028
H 1.22169 6.21413 1.95137
H -0.24319 6.48608 3.96444
H -1.11285 4.41931 5.07475
H -0.46480 2.18488 4.12924
C -1.28496 -2.27439 -3.12178
Si -0.21516 -3.16510 -1.86151
C -0.68512 -4.99101 -1.83934
C 1.58671 -3.04392 -2.39375
Si -0.51540 -2.23416 0.25177
Si 0.99508 -2.84630 1.91638
C 0.99744 -1.61094 3.33980
C 0.57316 -4.54024 2.62873
C 2.73541 -2.95839 1.19294
Si -2.66453 -1.70453 0.97437
C -2.57639 -0.20774 2.11339
C -3.40530 -3.14527 1.93814
C -3.78337 -1.31181 -0.48247
H -0.97543 -2.53289 -4.13721
H -1.22878 -1.19277 -3.00102
H -2.33262 -2.55697 -3.00809
H -0.56778 -5.45396 -2.82133
H -1.72392 -5.11492 -1.53033
H -0.06252 -5.53947 -1.13088
H 1.70453 -3.40449 -3.41834
H 2.23522 -3.63650 -1.74906
H 1.93363 -2.01145 -2.35803
H 0.11437 -1.74843 3.96703
H 0.99690 -0.57335 3.00247
H 1.87725 -1.76584 3.96950
H -0.41150 -4.53378 3.09767
H 1.30073 -4.85660 3.37931
H 0.55561 -5.29069 1.83711
H 2.97094 -2.11068 0.54802
H 2.83889 -3.86608 0.59672
H 3.48086 -2.99699 1.99018
H -1.94657 -0.41100 2.98132
H -3.57241 0.06007 2.47288
H -2.16477 0.66604 1.60263
H -2.80969 -3.38017 2.82078
H -3.44483 -4.04150 1.31806
H -4.42101 -2.91790 2.26885
H -3.29746 -0.63576 -1.18733
H -4.70408 -0.84049 -0.13054
H -4.05541 -2.22198 -1.01972

Values from the calculation:
* E: -8620.84642 a.u.
* 2S+1: 2
* frontier orbital gap (alpha / beta): 4.61 / 7.39 eV

Per-atom Mulliken charges, elementary charge units: In 0.37; Br -0.17; C -0.36; C -1.02; C -0.57; N 0.43; C 0.34; C -0.48; C 0.27; C -0.49; C -0.27; Br -0.17; C -0.83; C -0.42; N 0.25; H 0.48; H 0.74; H 0.49; H 0.50; H 0.50; H 0.56; O -0.63; S 1.14; O -0.71; N -0.35; C 0.54; O -0.62; C -0.02; C -0.46; C -0.72; C -0.54; C -0.66; C 0.21; H 0.58; H 0.40; H 0.40; H 0.47; O -0.34; N 0.15; C -0.11; C -0.68; C -0.26; C -0.79; C -0.13; H 0.46; H 0.41; H 0.39; H 0.41; H 0.44; C -0.73; Si 0.65; C -1.21; C -0.39; Si -0.28; Si 0.44; C -0.63; C -1.16; C -0.49; Si 0.72; C -0.61; C -1.18; C -0.83; H 0.46; H -0.02; H 0.33; H 0.36; H 0.30; H 0.29; H 0.48; H 0.34; H -0.33; H 0.38; H -0.16; H 0.43; H 0.28; H 0.38; H 0.28; H -0.25; H 0.40; H 0.44; H 0.14; H 0.51; H -0.12; H 0.26; H 0.31; H 0.37; H 0.01; H 0.41; H 0.33


Energy relative to the best compared isomer or geometry (same formula, charge and spin), record by record: 0.00 143.61 91.38 134.55 103.89 kJ/mol